1.
C3H6O3 | ωB97M-V/def2-TZVPD

The geometry in ORCA input format:
```
! RIJCOSX wB97M-V def2-TZVPD def2/J DEFGRID3
* xyz 0 1
O 1.52229 1.49402 0.11436
C 1.02699 0.58051 0.73769
C 0.39772 -0.61488 0.01652
O 0.66129 -0.50473 -1.35755
C -1.12260 -0.42082 0.23804
O -1.42515 0.85672 -0.33874
H 1.01853 0.58037 1.84445
H 0.87473 -1.52344 0.43337
H 1.25227 0.26421 -1.44813
H -1.87802 -0.95793 -0.34637
H -1.30172 -0.46192 1.32370
H -1.02633 0.70789 -1.21733
*
```

Calculated values
SMILES	O=C[C@H](O)CO
E_tot	-343.585695	Ha
HOMO	-10.37	eV


2.
C2H9N3 | ωB97M-V/def2-TZVPD

The geometry in ORCA input format:
```
! RIJCOSX wB97M-V def2-TZVPD def2/J DEFGRID3
* xyz 0 1
C -0.43649 1.58050 -0.30573
N -1.35146 0.70077 0.42903
C -0.81382 -0.16567 1.18943
N 0.49939 -0.57667 1.18663
H 0.50803 1.74627 0.21891
H -0.94795 2.53654 -0.38574
H -0.21921 1.21083 -1.30534
H -1.42364 -0.64969 1.95216
H 0.66649 -1.39059 1.75409
H 0.99765 -0.55580 0.30334
N 1.40472 -1.18751 -1.70722
H 2.12735 -0.85445 -2.34413
H 1.23459 -2.14129 -2.02019
H 0.57132 -0.69289 -2.02370
*
```

Calculated values
SMILES	C/N=C\N.N
E_tot	-245.852482	Ha
HOMO	-8.56	eV


3.
C47H46FN3O5STl | ωB97M-V/def2-TZVPD

The geometry in ORCA input format:
```
! RIJCOSX wB97M-V def2-TZVPD def2/J DEFGRID3
* xyz 1 1
Tl -2.81423 -0.47908 0.44453
C -4.04390 6.39768 -0.61688
C -2.88012 5.34953 -0.58804
C -1.64051 5.86286 -1.33686
C -3.39362 3.96002 -0.98300
C -4.07397 3.09281 -0.05509
C -4.66427 1.93367 -0.50284
C -4.67402 1.57907 -1.86199
C -5.53135 0.44919 -2.37536
C -3.97650 2.35668 -2.73557
C -3.38455 3.54436 -2.29000
H -3.68055 7.39859 -0.27190
H -4.89255 6.10527 -0.07300
H -4.52264 6.52455 -1.63419
H -2.63353 5.26363 0.47871
H -1.90896 6.25194 -2.34134
H -0.90695 5.01631 -1.45147
H -1.15623 6.57400 -0.67478
H -4.27774 3.39067 0.91767
H -5.33571 1.42616 0.21343
H -6.37243 0.69398 -3.07606
H -5.93596 -0.16578 -1.54372
H -4.90248 -0.18967 -2.90312
H -3.92111 2.05118 -3.77838
H -2.88460 4.10809 -3.10866
O -4.18917 -0.10001 2.46621
C -3.85695 0.29697 3.59010
C -4.68531 1.24877 4.28597
C -4.29525 1.80442 5.46015
C -3.14803 1.32347 6.21067
C -2.36229 0.36185 5.65786
C -2.74135 -0.20582 4.35901
C -2.02406 -1.24077 3.83516
N -1.95671 -1.78266 2.65852
C -1.04731 -2.91910 2.70486
C -0.42538 -2.86212 4.04334
N -1.03779 -1.97487 4.73267
H -5.47304 1.63612 3.64244
H -4.86542 2.63598 5.82719
H -2.89835 1.89242 7.07118
H -1.43428 0.06990 6.12656
H -1.55944 -3.93831 2.72578
H 0.33415 -3.49936 4.37514
H -0.95030 -1.75418 5.73757
C 1.60090 -6.83992 -3.37200
C 2.59146 -6.31703 -2.44051
C 4.00378 -6.13259 -2.99480
C 3.85187 -5.13444 -4.19299
C 3.21475 -3.82870 -3.78067
C 3.56206 -2.60252 -4.31024
C 2.88557 -1.42506 -3.91766
F 3.23930 -0.25017 -4.46586
C 1.89278 -1.45937 -3.03393
C 1.63430 -2.67549 -2.35147
C 0.71849 -2.58127 -1.15634
O 0.16989 -1.50168 -0.89420
C 0.73819 -3.77323 -0.35231
C 1.29245 -4.93582 -0.87344
N 2.01656 -5.03998 -1.96646
C 2.29866 -3.85396 -2.73175
C -0.02823 -4.01232 0.84743
O -0.40889 -5.07494 1.22649
O -0.21701 -2.82507 1.59166
H 1.98031 -7.75911 -3.75835
H 1.42902 -6.12760 -4.14169
H 0.65187 -7.09700 -2.87632
H 2.70544 -6.94801 -1.50531
H 4.50613 -7.05405 -3.25233
H 4.63328 -5.62210 -2.30986
H 3.25212 -5.65307 -4.95015
H 4.83071 -4.89954 -4.56962
H 4.25420 -2.48516 -5.14162
H 1.41593 -0.55041 -2.69909
H 1.12027 -5.84264 -0.30183
O -1.37932 1.11928 2.03226
S 0.02634 1.62708 1.85303
C 1.04598 0.09628 1.86463
C 2.54583 0.24660 1.71953
C 3.29080 1.08297 2.55666
C 4.65473 1.11496 2.36708
C 5.28337 0.32966 1.35321
C 4.50642 -0.38212 0.46810
C 3.14592 -0.39228 0.66705
C 0.14719 1.99603 0.07728
C 1.46341 2.76795 -0.11602
C 2.43742 2.27217 -0.99976
C 3.61162 2.95152 -1.18117
C 3.81422 4.12377 -0.46773
C 2.84924 4.70250 0.31887
C 1.64033 3.99376 0.47476
H 0.61007 -0.59295 1.13127
H 0.73423 -0.23054 2.82675
H 2.86179 1.74813 3.27980
H 5.38465 1.64644 3.02241
H 6.34898 0.38089 1.20959
H 4.94816 -1.01199 -0.27010
H 2.52917 -1.04313 0.07307
H -0.72027 2.56676 -0.17508
H 0.10164 1.05700 -0.52131
H 2.22603 1.37222 -1.60160
H 4.36119 2.62930 -1.87946
H 4.86027 4.51749 -0.60738
H 2.97373 5.67921 0.76261
H 0.88544 4.44496 1.07445
*
```

Calculated values
E_tot	-3029.363411	Ha
HOMO (alpha / beta)	-9.90 / -9.90	eV


ΔE to the lowest compared entry with this formula, charge and spin: 43.2, 12.0, 42.9 (kcal per mole)